Entry 1:
Molecular formula: C11H37BN3O7
Method: DFT, ωB97M-V/def2-TZVPD

Last column: Mulliken charge in e.
Geometry (Å):
O  5.462  2.314  2.080  -0.537
O  4.867  0.021  2.211  -0.552
O  2.151  -0.678  1.538  -0.555
O  -1.399  0.525  -1.495  -0.395
O  -4.932  3.339  -2.251  -0.483
O  5.085  -2.239  -2.345  -0.510
O  -4.281  -3.295  -2.887  -0.465
N  3.753  3.659  4.637  -0.531
N  3.446  1.714  3.323  -0.125
N  4.116  1.561  5.581  -0.259
C  4.784  -2.802  0.005  -0.662
C  0.461  1.013  0.996  -1.088
C  -4.281  -4.442  -2.039  -0.223
C  -3.339  -5.520  -2.542  -1.049
C  -2.635  0.896  -2.130  -0.005
C  -5.093  4.014  -1.005  -0.143
C  -3.532  -0.307  -2.336  -1.021
C  1.413  -0.039  0.473  -0.129
C  -6.547  4.339  -0.720  -1.100
C  4.929  -3.310  -1.418  -0.352
C  3.778  2.275  4.522  0.376
B  4.633  1.310  2.497  0.559
H  0.866  -0.802  -0.083  0.303
H  -3.636  -5.858  -3.537  0.327
H  -4.471  -0.014  -2.804  0.365
H  -5.300  -4.835  -1.960  0.266
H  4.833  1.891  6.209  0.255
H  -3.114  1.628  -1.486  -0.056
H  -6.955  4.994  -1.494  0.324
H  3.633  0.724  5.865  0.252
H  -0.271  0.568  1.674  0.376
H  2.154  0.402  -0.192  0.305
H  -2.414  1.379  -3.086  0.253
H  4.167  -0.336  1.642  0.322
H  -6.657  4.838  0.243  0.321
H  5.881  -1.755  -2.107  0.293
H  -7.145  3.428  -0.714  0.304
H  -0.965  -0.114  -2.069  0.253
H  1.003  1.781  1.557  0.217
H  4.961  3.021  1.668  0.335
H  -2.323  -5.132  -2.617  0.277
H  -5.266  3.917  -2.943  0.275
H  3.926  -2.130  0.076  0.005
H  -4.564  -3.577  -3.761  0.273
H  -3.050  -1.054  -2.966  0.352
H  3.125  3.963  3.897  0.336
H  -3.974  -4.094  -1.054  0.274
H  -0.075  1.484  0.176  0.322
H  -3.753  -0.788  -1.383  0.239
H  1.515  -1.099  2.124  0.262
H  4.037  -3.853  -1.723  0.295
H  -4.492  4.930  -1.007  0.259
H  4.643  -3.624  0.708  0.340
H  -4.694  3.347  -0.242  0.263
H  4.660  4.063  4.381  0.342
H  2.756  0.964  3.382  0.187
H  5.785  -3.987  -1.497  0.285
H  5.672  -2.239  0.305  0.319
H  -3.336  -6.383  -1.874  0.330

Orbital gap   7.09 eV
HOMO level   -0.431 Eh
2S+1   1
E_LUMO   -4.651 eV
Net charge   +1

Entry 2:
Molecular formula: C5H12Cl2N
Method: DFT, ωB97M-V/def2-TZVPD

Last column: Mulliken charge in e.
Geometry (Å):
Cl  1.902  1.119  -1.125  -0.146
Cl  3.063  -0.087  1.244  -0.100
N  -1.095  0.495  0.063  0.130
C  -0.440  -0.695  0.552  -0.731
C  -2.529  0.242  -0.209  -0.852
C  2.597  -1.524  -1.062  -1.092
C  2.335  -0.306  -0.272  0.490
C  -0.932  1.630  0.987  -0.938
H  -0.609  -1.585  -0.026  0.359
H  -3.011  1.120  -0.631  0.369
H  1.943  -1.575  -1.928  0.334
H  -1.368  1.382  1.954  0.408
H  2.471  -2.413  -0.447  0.326
H  -3.022  -0.021  0.726  0.393
H  -0.631  0.763  -0.824  0.304
H  -1.433  2.511  0.592  0.381
H  3.630  -1.528  -1.432  0.361
H  0.122  1.851  1.119  0.331
H  -2.639  -0.592  -0.899  0.350
H  -0.354  -0.785  1.617  0.324

Relative energy (zero: lowest compared OMol25 entry of this formula, charge and spin)   3.316 eV
Orbital gap (alpha / beta)   6.87 / 9.95 eV
HOMO level (alpha / beta)   -0.428 / -0.505 Eh
2S+1   1
E_LUMO (alpha / beta)   -4.779 / -3.781 eV
Net charge   +1

Entry 3:
Molecular formula: C5H8O2
Method: DFT, ωB97M-V/def2-TZVPD

Last column: Mulliken charge in e.
Geometry (Å):
O  -0.545  0.928  0.143  -0.492
O  -0.409  -1.113  -0.550  -0.557
C  1.684  0.634  -1.250  -0.930
C  -1.140  -0.155  -0.210  0.707
C  -2.631  -0.254  -0.093  -1.007
C  1.087  0.252  -0.139  1.082
C  1.643  -0.173  1.165  -1.183
H  1.072  0.242  1.998  0.316
H  2.767  0.662  -1.279  0.263
H  2.670  0.191  1.256  0.390
H  -3.092  0.709  -0.306  0.314
H  1.137  0.900  -2.144  0.272
H  -2.883  -0.547  0.929  0.268
H  1.648  -1.260  1.254  0.250
H  -3.008  -1.015  -0.775  0.308

Relative energy (zero: lowest compared OMol25 entry of this formula, charge and spin)   2.169 eV
Orbital gap   9.82 eV
HOMO level   -0.328 Eh
2S+1   1
E_LUMO   0.890 eV

Entry 4:
Molecular formula: C27H29BIrN8SSi
Method: DFT, ωB97M-V/def2-TZVPD

Last column: Mulliken charge in e.
Geometry (Å):
Ir  -0.842  0.472  0.082  1.467
S  -1.584  -0.008  2.200  -0.527
Si  1.576  0.419  0.431  -0.583
N  -3.025  2.293  -0.695  0.240
N  -1.808  2.358  -0.200  -0.310
N  -1.633  -0.147  -1.815  -0.151
N  -3.493  -1.754  2.989  0.212
N  -1.643  -2.443  0.145  -0.512
N  -2.410  -2.488  1.305  0.313
N  -4.078  -2.960  2.630  -0.728
N  -2.887  0.189  -2.108  0.178
C  2.172  0.974  -1.258  0.716
C  1.741  -2.426  -0.060  0.042
C  -3.444  -3.351  1.597  0.836
C  -2.361  4.409  -0.820  -1.206
C  -1.384  3.642  -0.258  -0.151
C  -3.403  3.524  -1.068  -0.118
C  2.145  -1.344  0.737  0.262
C  3.117  1.457  -3.880  -0.694
C  -0.928  -0.197  -2.992  -0.308
C  2.224  2.312  -3.248  -0.681
C  2.993  0.074  -1.930  -0.692
C  3.463  0.304  -3.223  -0.828
C  3.394  3.398  2.581  -0.758
C  1.735  1.165  3.184  -0.312
C  1.758  2.091  -1.985  0.209
C  -2.486  -1.422  2.193  0.198
C  -1.805  -0.001  -4.034  -1.059
C  -3.062  0.197  -3.430  -0.119
C  2.111  -3.743  0.191  -0.828
C  2.874  -1.652  1.848  -0.362
C  -3.625  -4.697  0.973  -1.165
C  3.238  -2.964  2.107  -0.635
C  2.790  2.636  1.563  -0.287
C  2.326  1.916  4.165  -0.689
C  3.134  3.015  3.875  -0.524
C  2.014  1.514  1.859  0.869
C  2.882  -4.016  1.284  -0.606
B  -3.843  0.972  -1.049  -0.160
H  -3.953  0.332  -0.032  -0.146
H  3.290  -0.874  2.553  0.287
H  3.927  -3.185  2.885  0.422
H  1.793  -4.427  -0.547  0.548
H  -3.775  -1.212  3.811  0.191
H  -1.094  -3.282  0.035  0.289
H  -2.646  -5.272  0.975  0.293
H  0.147  -0.430  -2.921  0.341
H  4.147  4.157  2.378  0.402
H  3.373  -0.799  -1.478  0.572
H  3.472  3.620  4.722  0.360
H  1.119  2.828  -1.548  0.210
H  4.152  -0.358  -3.677  0.487
H  -2.213  -2.366  -0.691  0.243
H  1.086  0.364  3.460  0.451
H  -1.623  0.044  -5.087  0.446
H  -4.908  1.303  -1.553  -0.129
H  2.181  1.609  5.199  0.391
H  1.227  -2.147  -0.973  0.615
H  3.552  1.698  -4.802  0.499
H  -0.358  3.845  0.065  0.562
H  2.977  2.942  0.566  0.370
H  -2.269  5.448  -1.055  0.413
H  -4.099  -4.640  -0.009  0.288
H  -4.021  0.441  -3.829  0.480
H  -4.323  3.702  -1.609  0.431
H  1.868  3.219  -3.776  0.365
H  3.299  -5.005  1.425  0.381
H  -4.269  -5.272  1.628  0.389

Relative energy (zero: lowest compared OMol25 entry of this formula, charge and spin)   0.000 eV
Orbital gap (alpha / beta)   7.28 / 6.56 eV
HOMO level (alpha / beta)   -0.346 / -0.425 Eh
2S+1   5
E_LUMO (alpha / beta)   -2.148 / -5.010 eV
Net charge   +1